ORCA calculation (wB97M-V/def2-TZVPD) on C17H17Br2NOPd as an isolated structure.

## Properties
- relative energy (zero: lowest compared OMol25 entry of this formula, charge and spin) (kJ/mol) = 2.2
- highest occupied orbital energy (spin up / spin down) (eV) = -6.7 / -7.0
- lowest unoccupied orbital energy (spin up / spin down) (eV) = -0.78 / -2.86
- 2S+1 = 3
- frontier orbital gap (spin up / spin down) (eV) = 5.87 / 4.18
- strongest force on any atom (hartree/bohr) = 0.1344

Positions of all 39 atoms, in Å:
Br1 4.2588 2.0963 0.6556
C1 -2.5825 1.1008 -0.3922
N1 -0.0809 -0.6271 1.7335
H1 -2.0577 0.5223 -2.8112
C2 1.9507 0.5645 1.2930
H2 -1.6856 2.9722 -0.3105
C3 3.3570 -1.3244 2.8960
H3 -0.7242 3.4722 -2.1709
H4 -2.1537 -1.8257 -2.1895
Pd1 -0.9308 0.9903 0.4912
H5 -3.2836 1.5946 0.2865
C4 -1.5793 2.0432 -0.8982
C5 -1.0327 2.4265 -2.2853
C6 1.2578 -0.5433 1.9320
H6 1.6893 -3.3113 3.8754
C7 -3.0325 -0.2614 -0.8710
H7 -3.4499 -0.8228 -0.0264
H8 0.5218 2.2331 -3.8291
C8 1.1872 -2.5640 3.2688
H9 0.7804 -0.4307 -2.9707
Br2 4.3516 -2.5534 3.9621
H10 -1.8600 2.4428 -3.0072
C9 -0.7889 -1.6400 2.2488
H11 -1.8615 -1.6576 2.0461
C10 -1.8090 -1.0340 -1.5168
H12 -0.1959 -0.0059 -4.3536
O1 1.3113 1.4124 0.5740
H13 -0.7818 -3.4360 3.4126
C11 -1.2112 0.0701 -2.2586
H14 5.0926 -0.1403 2.4520
C12 -0.1671 -2.6314 3.0212
H15 -1.1663 -1.4734 -0.7424
C13 3.3680 0.6711 1.5005
C14 -0.0850 0.1750 -3.2858
H16 -3.8362 -0.1524 -1.6142
C15 0.2095 1.6909 -2.9288
C16 1.9531 -1.5102 2.7263
H17 1.0393 1.7216 -2.2105
C17 4.0279 -0.2544 2.2975

Force components x, y, z for each atom (eV/Å):
-0.057 -0.374 0.267
-2.208 0.589 -0.999
-0.358 -0.123 0.346
0.326 0.070 0.668
-0.326 1.208 -0.975
-0.301 0.213 -0.437
0.274 0.321 -0.157
0.068 -0.034 -0.155
-0.071 -0.157 0.025
5.664 -1.625 3.615
-0.186 -0.238 -0.063
-2.400 2.233 -1.745
0.907 0.488 -0.256
-0.164 -0.828 0.550
-0.148 0.050 -0.077
0.156 -0.619 -0.404
-0.041 0.140 -0.037
-0.025 0.147 0.182
0.119 0.130 -0.077
-0.102 0.172 -0.170
-0.227 0.387 -0.316
0.143 0.050 0.161
0.999 0.428 -0.054
0.365 0.079 0.033
-0.974 0.177 1.119
-0.865 0.003 0.035
0.345 -1.270 1.210
0.206 0.058 0.026
-0.622 -1.917 -4.605
-0.007 -0.072 0.032
-0.188 -0.013 -0.048
-0.109 0.007 -0.162
-0.771 -0.272 -0.056
1.081 0.842 3.001
0.130 -0.259 -0.039
-0.078 -0.044 -0.224
-0.406 0.437 -0.432
-0.235 0.046 -0.104
0.086 -0.431 0.321